8 unconnected molecules or ions with the total composition C41H75BF13N2O16S in a non-equilibrium geometry. Source: OMol25; level of theory: wB97M-V/def2-TZVPD.

Each line ends with the Löwdin charge.
CARTESIAN COORDINATES (ANGSTROEM)
C -0.030709 0.786825 4.996761  -0.13
C -0.572804 1.494263 3.752762  -0.24
C 0.067434 0.959458 2.463637  -0.27
N -0.890779 0.449971 1.501665  0.03
B -0.369010 -0.581459 0.484687  -0.62
C -1.264562 -1.963567 0.383421  -0.12
C -1.725885 -2.562808 1.724950  -0.09
C -3.132644 -2.323944 2.232843  -0.42
F -3.592869 -3.435071 2.887770  0.10
F -3.119295 -1.347144 3.191532  0.10
C -4.238805 -1.865196 1.253437  -0.35
F -5.320504 -1.528222 2.036825  0.10
F -3.892284 -0.740719 0.619948  0.18
C -4.787865 -2.950806 0.300084  -0.34
F -5.428812 -3.933514 0.962809  0.14
F -3.695706 -3.564467 -0.251395  0.14
C -5.577125 -2.488640 -0.967157  -0.39
F -5.809504 -3.618755 -1.680902  0.11
F -4.794046 -1.716046 -1.744784  0.14
S -7.238891 -1.598286 -0.733047  0.76
F -7.103667 -0.941407 -2.169873  -0.13
F -6.514518 -0.371465 -0.091894  -0.10
F -7.468801 -2.290803 0.662913  -0.12
F -8.046791 -2.790694 -1.418374  -0.15
F -8.617772 -0.845000 -0.546481  -0.12
N -0.466286 0.091037 -0.981160  0.06
C 0.080473 -0.742514 -1.997933  -0.49
C -0.652674 -0.680579 -3.336539  0.01
O 1.044448 -1.475408 -1.888144  0.07
C 0.239630 1.348292 -1.030202  -0.46
C 1.726918 1.373595 -0.825408  0.00
O -0.363964 2.380601 -1.274653  0.05
H -0.272789 -0.273153 4.932415  0.06
H 1.046041 0.904027 5.049902  0.05
H -0.495787 1.187976 5.894734  0.06
H -1.659035 1.484854 3.726821  0.10
H -0.279382 2.539004 3.864776  0.09
H 0.592240 1.796892 1.993536  0.10
H 0.857944 0.237531 2.702257  0.09
H -1.745531 0.173023 1.957727  0.05
H 0.786804 -0.897959 0.729502  0.10
H -2.059781 -1.800001 -0.341665  0.08
H -0.619314 -2.707106 -0.080270  0.09
H -1.047621 -2.213333 2.500492  0.12
H -1.582935 -3.640195 1.695931  0.12
H 0.027626 -0.212861 -4.040640  0.07
H -0.888437 -1.695520 -3.631705  0.08
H -1.532180 -0.060811 -3.210940  0.07
H 2.108281 0.467007 -0.368301  0.07
H 2.223007 1.456948 -1.799763  0.06
H 1.996298 2.206229 -0.191561  0.06
O 3.792584 1.763090 -2.890465  0.09
C 4.967457 1.598481 -2.729820  -0.51
O 5.378704 0.494021 -2.090725  0.02
C 6.744407 0.108642 -1.953758  -0.24
C 7.371229 0.781074 -0.750375  -0.07
C 5.978596 2.646642 -3.133117  0.01
H 7.301786 0.283663 -2.877705  0.11
H 6.723149 -0.970110 -1.805234  0.12
H 7.388478 1.865711 -0.854564  0.07
H 8.395167 0.433270 -0.599868  0.08
H 6.792645 0.558324 0.138306  0.06
H 6.044375 3.385434 -2.334744  0.09
H 5.620669 3.130801 -4.039038  0.08
H 6.970486 2.252369 -3.344882  0.07
O 3.571394 3.920654 -0.365890  0.10
C 3.097905 5.003230 -0.554687  -0.52
O 2.601763 5.694435 0.488653  0.01
C 2.169892 7.052465 0.393157  -0.24
C 0.734708 7.146169 -0.081110  -0.06
C 2.958249 5.562318 -1.951893  0.02
H 2.852624 7.635247 -0.231269  0.11
H 2.240062 7.456068 1.398844  0.08
H 0.611781 6.735779 -1.084068  0.07
H 0.403378 8.186113 -0.089421  0.08
H 0.085972 6.574901 0.581911  0.09
H 2.047023 5.159647 -2.393099  0.10
H 3.810693 5.226773 -2.537681  0.08
H 2.936941 6.649445 -1.998933  0.06
O 7.003873 1.829215 2.033613  0.10
C 6.652872 1.502965 3.131590  -0.51
O 6.438885 0.197991 3.380226  0.01
C 6.174528 -0.320840 4.683795  -0.24
C 4.702807 -0.236372 5.033626  -0.06
C 6.354067 2.523950 4.204069  0.01
H 6.807698 0.163584 5.429752  0.11
H 6.482943 -1.364345 4.643223  0.12
H 4.355108 0.796121 5.065238  0.07
H 4.514872 -0.693253 6.005938  0.08
H 4.107343 -0.753462 4.281943  0.09
H 5.335665 2.884820 4.065463  0.10
H 7.043358 3.355310 4.080177  0.09
H 6.471241 2.152535 5.219751  0.07
O -6.599429 -10.575912 -0.179211  0.10
C -6.459774 -9.407345 0.058007  -0.53
O -7.552333 -8.622304 0.114578  0.00
C -7.500543 -7.258083 0.545422  -0.23
C -7.149721 -6.331285 -0.598355  -0.06
C -5.092986 -8.782436 0.213070  0.02
H -6.825981 -7.144038 1.394535  0.11
H -8.500872 -7.030335 0.910378  0.12
H -6.159280 -6.544623 -1.000615  0.07
H -7.170156 -5.294918 -0.271280  0.05
H -7.864164 -6.456394 -1.412758  0.09
H -4.698605 -8.537258 -0.771781  0.09
H -4.434758 -9.508054 0.683910  0.09
H -5.079502 -7.891742 0.835824  0.07
O -0.029695 -0.384002 -7.291944  0.11
C -0.386476 0.757061 -7.362483  -0.53
O -0.767017 1.401641 -6.247215  0.00
C -1.026605 2.803146 -6.193071  -0.23
C -2.448213 3.128544 -6.603254  -0.07
C -0.499176 1.464483 -8.696518  0.01
H -0.289056 3.357686 -6.776469  0.11
H -0.873908 3.079457 -5.151124  0.13
H -2.644025 2.847337 -7.639078  0.06
H -2.641880 4.196105 -6.493402  0.08
H -3.151575 2.578372 -5.978799  0.09
H -1.461271 1.217945 -9.143361  0.09
H 0.294745 1.096700 -9.341662  0.09
H -0.395735 2.545638 -8.638465  0.06
O -0.981530 -9.919433 1.116952  0.11
C -0.873748 -9.897344 -0.075925  -0.53
O -1.649646 -9.058778 -0.786027  -0.01
C -1.480488 -8.815021 -2.183885  -0.23
C -2.203453 -9.847084 -3.025664  -0.06
C 0.048197 -10.847616 -0.805655  0.01
H -0.422944 -8.738375 -2.439079  0.11
H -1.913926 -7.831496 -2.356146  0.12
H -1.804851 -10.849053 -2.864529  0.07
H -2.111924 -9.605999 -4.084997  0.08
H -3.261119 -9.874885 -2.762464  0.08
H -0.468972 -11.795291 -0.949305  0.09
H 0.923490 -11.013176 -0.182990  0.09
H 0.398938 -10.478992 -1.766739  0.07
O 1.801652 7.578890 3.472751  0.12
C 1.770220 8.457619 4.284667  -0.51
O 1.028135 9.554788 4.028990  0.00
C 0.774427 10.569799 4.999544  -0.24
C 1.886138 11.598079 5.045317  -0.07
C 2.605623 8.401758 5.542603  0.01
H 0.577670 10.129689 5.978158  0.11
H -0.151643 11.044649 4.679908  0.12
H 2.834051 11.151994 5.346608  0.07
H 1.641285 12.394330 5.748956  0.08
H 2.033259 12.035429 4.057890  0.08
H 3.609029 8.757406 5.312433  0.10
H 2.663392 7.364509 5.861801  0.09
H 2.201571 8.975261 6.373663  0.07

Force components x, y, z for each atom (eV/Å):
C -0.73 -0.12 -0.37
C 0.90 0.30 0.33
C -0.44 0.55 -0.36
N 0.27 -0.58 0.02
B -0.39 0.18 0.12
C 0.27 0.46 -0.17
C 0.27 -0.21 -0.63
C 0.92 0.14 0.35
F -0.26 -0.10 -0.18
F -0.11 0.21 -0.08
C -1.27 0.43 0.99
F 0.10 -0.16 -0.03
F 0.16 -0.37 -0.17
C 1.61 -0.68 -0.52
F -0.35 0.68 -0.11
F -0.28 0.14 0.00
C 0.17 -0.32 -1.08
F -0.04 0.42 0.44
F -0.42 -0.23 0.88
S -0.74 -0.26 -0.91
F 0.10 0.10 0.00
F 0.27 0.07 0.27
F 0.18 0.04 0.29
F 0.04 -0.10 0.13
F 0.00 0.11 0.04
N 1.03 -0.18 -0.24
C 0.04 -0.21 -0.25
C 0.31 0.46 0.85
O -0.40 0.04 0.17
C -1.02 0.52 -0.18
C 0.01 -0.49 0.00
O 0.33 -0.40 0.14
H 0.12 -0.18 0.13
H 0.21 -0.02 0.11
H 0.08 0.02 0.25
H -0.15 -0.23 -0.13
H -0.21 0.24 -0.07
H 0.21 0.05 -0.05
H -0.02 -0.26 0.15
H -0.02 0.04 0.11
H 0.10 0.08 0.23
H -0.26 -0.09 0.14
H 0.06 -0.15 -0.07
H -0.08 0.17 0.27
H -0.30 -0.23 0.02
H 0.01 -0.11 -0.37
H -0.06 -0.10 -0.27
H -0.22 -0.05 -0.21
H -0.14 -0.22 0.03
H -0.34 0.16 0.44
H 0.03 0.32 -0.10
O 0.24 0.12 -0.66
C 0.07 0.27 0.32
O -0.13 -0.42 -0.16
C 0.28 0.16 0.16
C 0.00 -0.04 -0.21
C 0.19 -0.13 -0.35
H -0.06 0.09 -0.02
H -0.13 -0.01 -0.01
H 0.03 0.00 -0.02
H -0.01 -0.02 0.00
H 0.02 -0.04 0.05
H -0.02 -0.03 0.04
H -0.13 0.07 0.09
H 0.03 0.01 0.16
O 0.40 -0.01 0.21
C -0.35 -0.01 -0.31
O 0.25 0.02 0.27
C -0.18 0.22 -0.13
C -0.04 -0.10 -0.14
C 0.30 0.33 -0.04
H -0.02 -0.09 -0.09
H 0.05 -0.19 -0.03
H 0.01 0.04 -0.02
H 0.01 0.01 0.04
H 0.02 0.03 0.05
H -0.01 -0.05 0.03
H -0.08 -0.20 0.00
H -0.16 -0.02 0.02
O 0.22 0.07 0.05
C -0.38 0.20 0.10
O 0.28 -0.21 -0.11
C -0.24 -0.03 0.20
C -0.05 0.09 -0.08
C 0.34 -0.03 0.26
H -0.02 0.06 -0.02
H 0.04 0.01 -0.12
H 0.02 0.01 0.06
H 0.01 -0.01 0.00
H 0.01 -0.04 0.01
H -0.02 -0.01 -0.02
H -0.09 0.05 -0.16
H -0.15 -0.04 -0.02
O -0.10 -0.11 -0.02
C 0.30 0.15 -0.18
O -0.26 -0.13 0.20
C 0.06 0.26 -0.11
C 0.01 -0.11 -0.10
C 0.00 -0.03 0.48
H 0.04 -0.02 -0.04
H -0.05 -0.14 -0.03
H 0.05 0.06 0.08
H -0.02 0.02 0.03
H -0.05 0.02 0.04
H 0.00 0.02 -0.01
H 0.03 -0.10 -0.18
H 0.01 0.09 -0.16
O 0.04 -0.14 0.05
C -0.20 0.14 -0.22
O 0.16 -0.17 0.19
C -0.13 0.23 0.04
C -0.06 -0.12 -0.11
C 0.36 0.25 -0.01
H -0.01 -0.04 -0.06
H 0.04 -0.13 0.04
H 0.03 0.07 -0.02
H 0.01 0.00 0.03
H 0.03 0.04 0.07
H -0.02 0.00 0.01
H -0.08 -0.16 -0.01
H -0.16 0.00 0.02
O -0.07 0.04 0.14
C 0.04 -0.28 -0.15
O -0.12 0.28 0.14
C -0.03 -0.08 -0.25
C -0.01 -0.12 0.09
C 0.34 0.27 -0.10
H 0.01 -0.05 0.03
H 0.00 0.03 0.12
H 0.06 0.01 -0.04
H 0.00 0.02 0.00
H -0.01 0.05 -0.02
H -0.02 0.00 -0.01
H -0.10 -0.09 0.12
H -0.13 -0.07 -0.05
O -0.10 0.01 0.04
C 0.28 0.03 0.16
O -0.25 -0.01 -0.14
C 0.07 0.18 0.12
C 0.12 -0.06 -0.05
C -0.31 -0.09 0.31
H 0.05 -0.03 0.00
H -0.02 -0.08 -0.09
H -0.02 0.00 0.07
H -0.02 0.00 0.00
H -0.06 0.03 0.00
H 0.01 0.01 -0.01
H 0.10 -0.04 -0.15
H 0.09 0.11 -0.06

The charge is -1. For the total energy, the calculation gives -4641.91240 a.u. As for the HOMO energy: -3.992 eV. For the max |F|, the calculation gives 1.82 eV Å⁻¹. For the molar mass, the calculation gives 1141.902 g/mol.

---

2 unconnected molecules or ions with the total composition C2H5O in a non-equilibrium geometry. Source: OMol25; level of theory: wB97M-V/def2-TZVPD.

Each line ends with the Löwdin charge.
CARTESIAN COORDINATES (ANGSTROEM)
O -2.611764 -0.574382 -0.612573  -0.66
H -3.221982 -0.648196 -1.353960  -0.24
C 0.659090 -0.262105 -0.023572  -0.08
C 1.323554 0.532836 0.812368  -0.12
H 1.130282 -0.619430 -0.954839  0.05
H -0.406205 -0.297296 -0.046680  -0.01
H 2.292804 0.952205 0.474601  0.03
H 0.834217 0.916367 1.704653  0.03

Force components x, y, z for each atom (eV/Å):
O 0.22 0.02 0.08
H -0.01 0.01 -0.02
C 0.71 0.96 -0.98
C 0.36 0.17 -0.77
H -0.07 0.20 0.51
H -1.12 -0.97 0.48
H -0.27 -0.61 0.88
H 0.17 0.21 -0.19

The charge is -1. For the total energy, the calculation gives -154.37507 a.u. As for the HOMO energy: -2.167 eV. For the max |F|, the calculation gives 1.56 eV Å⁻¹. For the molar mass, the calculation gives 45.061 g/mol. Its relative energy (zero: lowest compared OMol25 entry of this formula, charge and spin) is 23.9 kcal/mol.

---

A molecular structure, C16H44CrN4O8S in a non-equilibrium geometry. Source: OMol25; level of theory: wB97M-V/def2-TZVPD.

Each line ends with the Löwdin charge.
CARTESIAN COORDINATES (ANGSTROEM)
Cr 27.535189 22.356036 -0.033299  0.66
S 26.032385 23.970528 -1.578259  0.21
O 25.493005 25.078823 -0.786365  -0.36
O 25.580452 23.993149 -2.977592  -0.34
O 27.473668 24.055952 -1.325392  -0.42
O 25.799920 22.685609 -0.972361  -0.43
C 28.613685 19.317253 -3.368327  -0.06
C 28.494480 19.729268 -1.925555  -0.38
C 29.801157 19.436393 -1.153531  -0.16
O 29.619891 19.648979 0.249659  -0.25
C 30.953777 19.381613 0.776984  -0.07
N 28.147348 21.168985 -1.885741  0.04
H 29.507581 19.651378 -3.895028  0.09
H 27.749118 19.642048 -3.947242  0.09
H 28.644241 18.229630 -3.303174  0.09
H 27.590594 19.186228 -1.649518  0.13
H 30.553875 20.201229 -1.344696  0.12
H 30.365926 18.557285 -1.463879  0.13
H 30.860506 19.579629 1.844780  0.09
H 31.732547 20.103610 0.531382  0.09
H 31.271607 18.350971 0.619285  0.10
H 27.491204 21.435990 -2.605649  0.10
H 28.987528 21.512253 -2.328886  0.09
C 31.001292 23.922564 1.984020  -0.03
C 30.137641 23.591561 0.713206  -0.35
C 31.060426 23.570759 -0.536275  -0.17
O 32.013657 22.516497 -0.619697  -0.21
C 33.311910 22.971045 -1.042653  -0.08
N 29.527609 22.301868 0.949966  0.03
H 31.716094 24.715016 1.762247  0.07
H 31.606790 23.072413 2.298202  0.09
H 30.491660 24.390753 2.826149  0.07
H 29.294766 24.262596 0.547815  0.12
H 31.541025 24.548436 -0.571854  0.12
H 30.518986 23.419624 -1.470139  0.13
H 33.319074 23.659226 -1.887903  0.09
H 34.101199 22.251962 -1.261834  0.08
H 33.675982 23.385179 -0.102418  0.09
H 29.369263 22.361591 1.945689  0.06
H 30.249378 21.595504 0.936120  0.06
C 26.337574 25.296409 3.227024  -0.02
C 27.167973 24.112202 2.687815  -0.41
C 27.360318 23.015268 3.718398  -0.21
O 28.129959 21.907625 3.382763  -0.21
C 28.790490 21.337073 4.470156  -0.09
N 26.525731 23.512678 1.570848  0.04
H 26.927686 25.919589 3.898966  0.08
H 25.393960 24.974854 3.667819  0.09
H 26.094642 25.924056 2.369613  0.09
H 28.192714 24.448855 2.530746  0.12
H 26.391622 22.744299 4.138268  0.12
H 27.778918 23.565123 4.561326  0.12
H 28.264536 20.452430 4.829146  0.10
H 29.023973 22.041805 5.268240  0.10
H 29.755453 20.889913 4.231441  0.08
H 25.713132 23.097052 2.003321  0.10
H 26.157532 24.247843 0.984278  0.05
C 26.713681 18.198341 1.032681  -0.03
C 26.134202 19.612440 0.823606  -0.38
C 24.722198 20.033598 1.358176  -0.12
O 24.682239 19.746845 2.767964  -0.22
C 23.921917 20.522375 3.666936  -0.09
N 27.229113 20.494879 1.123438  0.01
H 27.029875 17.999929 2.056767  0.09
H 27.528324 18.007473 0.334093  0.06
H 25.930055 17.503945 0.729622  0.08
H 25.991381 19.754553 -0.247613  0.12
H 23.917369 19.429773 0.938950  0.13
H 24.558420 21.074948 1.080965  0.12
H 23.851205 19.958966 4.597356  0.09
H 23.002939 20.802360 3.151970  0.09
H 24.551454 21.405978 3.771941  0.06
H 27.329035 20.461500 2.127924  0.09
H 28.018976 19.956247 0.797733  0.03

Force components x, y, z for each atom (eV/Å):
Cr 0.34 -0.19 -0.25
S -1.45 4.74 -2.57
O -1.10 -0.20 0.30
O 0.93 -0.29 1.34
O 4.15 0.26 -0.69
O -2.26 -4.96 2.01
C 0.48 -1.06 -0.31
C -0.57 0.42 -0.96
C -0.91 2.02 -0.32
O 2.77 -2.13 -0.60
C -1.14 0.48 1.97
N 1.67 -0.39 0.06
H 0.16 0.19 0.16
H -0.04 -0.15 0.10
H -0.02 -0.23 -0.75
H 0.34 -0.25 1.05
H -0.13 0.57 -1.10
H -0.76 -0.86 0.44
H -0.12 -0.54 0.31
H -0.14 0.08 -1.10
H -0.06 0.08 -0.16
H -0.91 -0.32 0.02
H 0.49 1.09 0.27
C 0.29 1.27 -0.92
C 2.14 -0.13 0.37
C -0.69 0.31 -0.74
O 0.65 -0.98 0.02
C 0.17 0.49 1.62
N -0.30 0.10 0.19
H 0.24 0.02 -0.33
H -0.24 -0.18 0.04
H -0.59 -0.61 0.09
H 0.46 0.61 -0.18
H 0.16 0.03 -0.09
H -0.78 0.61 0.17
H -0.42 0.24 0.18
H -0.92 -1.04 -0.16
H 0.58 1.03 -0.38
H -0.99 -0.50 0.32
H -0.01 -0.19 -0.69
C 0.73 -0.14 -0.29
C 0.47 -0.23 1.22
C -0.93 1.74 1.96
O 0.64 0.36 -0.44
C 0.64 -1.10 0.79
N -0.23 0.31 0.04
H -0.19 -0.08 0.32
H 0.07 -0.05 0.19
H -0.05 0.02 -0.05
H 0.00 0.31 -0.85
H -0.49 -0.56 -0.28
H 0.61 -0.18 0.36
H -0.57 0.25 0.46
H -0.41 0.09 0.09
H 0.24 0.33 -0.86
H -0.49 -0.50 -0.46
H -0.38 0.41 -0.86
C -1.98 -0.34 -0.41
C -0.84 -0.52 -1.20
C 1.07 -1.01 1.26
O 0.93 -1.08 -0.32
C 1.06 0.52 -1.64
N -0.57 0.43 0.72
H -0.08 0.07 -0.01
H 0.16 0.27 0.17
H 0.00 -0.49 0.35
H -0.21 -0.31 -0.38
H 0.16 -0.03 -0.58
H 0.04 0.26 0.23
H -0.39 0.21 -0.15
H -0.51 -0.01 0.70
H -0.50 0.60 0.79
H 0.17 0.58 0.34
H 0.39 0.41 0.10

For the total energy, the calculation gives -2899.53240 a.u. The spin multiplicity is 5. As for the HOMO energy (spin up / spin down): -5.584 / -7.587 eV. For the max |F|, the calculation gives 5.81 eV Å⁻¹. For the molar mass, the calculation gives 504.611 g/mol. Its relative energy (zero: lowest compared OMol25 entry of this formula, charge and spin) is 88.8 kcal/mol.